Entry 1:
Formula: C29H35BrN2O3PdSi
Source: the OMol25 dataset
Level of theory: wB97M-V/def2-TZVPD

Its charge is 0. For the LUMO energy (alpha / beta), the calculation gives -0.56 / -0.56 eV. The value obtained for the relative energy (zero: lowest compared OMol25 entry of this formula, charge and spin) is 14.72 kcal per mole. As for the HOMO energy (alpha / beta): -6.90 / -6.90 eV.

Each line ends with the Löwdin charge.
CARTESIAN COORDINATES (ANGSTROEM)
Pd  -0.910630  0.098091  -0.095112  0.5816
O  -0.286617  4.506267  2.037118  0.0372
C  0.613532  3.853494  2.812492  -0.2861
C  1.658174  4.560190  3.388584  -0.0190
C  2.644537  3.872386  4.085489  -0.1017
C  2.599961  2.489349  4.191814  -0.1091
C  1.525097  1.794151  3.641793  -0.0558
C  0.503742  2.466650  2.989582  -0.1141
C  -0.752082  1.858830  2.393647  -0.4541
O  -0.868563  2.130326  1.084879  -0.2608
N  -0.767371  0.357578  2.723393  0.0169
N  -1.395043  -0.421600  1.840132  -0.1447
C  -1.952150  -1.518911  2.188222  -0.1828
C  -2.644988  -2.442283  1.276613  -0.6110
Br  -2.708792  -2.059792  -0.590253  0.7928
C  -3.235000  -3.576300  1.656219  -0.1170
C  -3.437914  -4.055206  3.043839  -0.2229
C  -3.815712  -3.210822  4.087336  -0.0539
C  -3.998925  -3.708756  5.369576  -0.0759
C  -3.817352  -5.060337  5.626753  -0.0873
C  -3.473415  -5.915982  4.588905  -0.0803
C  -3.295133  -5.417363  3.308348  -0.0397
H  -0.666226  3.815231  1.433834  0.0716
H  1.702590  5.633732  3.255352  0.1125
H  3.465149  4.423294  4.529507  0.0966
H  3.388059  1.954742  4.706695  0.0919
H  1.475784  0.714327  3.731493  0.0948
H  -1.611018  2.269664  2.965143  0.1463
H  -0.981824  0.142674  3.692376  0.1392
H  -1.915783  -1.822394  3.231120  0.1225
H  -3.591308  -4.235032  0.872790  0.0971
H  -4.010262  -2.164741  3.885769  0.1145
H  -4.296939  -3.039620  6.166606  0.1049
H  -3.959358  -5.447669  6.627364  0.1025
H  -3.347444  -6.974729  4.776394  0.1038
H  -3.028676  -6.087886  2.499264  0.1144
C  2.013218  2.123694  -7.978601  -0.0411
C  1.537382  1.927393  -6.567320  -0.2454
C  0.636865  0.919223  -6.252392  -0.0020
C  0.199717  0.702108  -4.952087  -0.1729
C  -0.795304  -0.400584  -4.706024  -0.0259
C  0.702291  1.538695  -3.936397  -0.0970
C  0.329408  1.365074  -2.536234  -0.1530
O  -0.418419  0.491393  -2.115490  -0.1182
C  1.606583  2.578876  -4.236403  -0.1932
C  2.150326  3.515643  -3.181788  -0.0358
C  2.006019  2.752676  -5.549149  -0.0049
H  1.445424  1.513671  -8.679121  0.0764
H  3.066079  1.848187  -8.065751  0.0884
H  1.925023  3.168589  -8.278524  0.0846
H  0.256184  0.282706  -7.043171  0.1168
H  -1.053335  -0.879853  -5.649495  0.0800
H  -1.705371  -0.017848  -4.244667  0.0916
H  -0.401492  -1.153406  -4.023582  0.0753
H  0.763855  2.061180  -1.807986  0.1230
H  2.686982  2.985197  -2.393958  0.0831
H  1.357370  4.093800  -2.705298  0.0945
H  2.845003  4.218922  -3.636871  0.0787
H  2.700642  3.550248  -5.788749  0.1213
C  1.167167  -2.187590  1.545379  -0.2060
Si  1.032013  -1.127182  0.017379  0.4441
C  1.237119  -2.262427  -1.447794  -0.2118
C  2.388952  0.146910  -0.021066  -0.1901
H  2.209702  -2.495832  1.676107  0.0366
H  0.559917  -3.089886  1.430943  0.0302
H  0.855200  -1.664286  2.449483  0.0065
H  2.169319  -2.826661  -1.335230  0.0358
H  1.290651  -1.712016  -2.390275  0.0122
H  0.410678  -2.974139  -1.511486  0.0185
H  3.357638  -0.320125  0.184637  0.0383
H  2.211852  0.932911  0.717142  0.0267
H  2.447240  0.613190  -1.009232  0.0098

Force components x, y, z for each atom (eV/Å):
Pd 0.7 0.4 -0.3
O 0.0 0.1 0.1
C 0.0 0.1 -0.3
C 0.1 -0.1 0.1
C 0.0 0.0 0.0
C 0.0 0.0 0.0
C -0.1 0.0 0.1
C 0.1 0.0 0.0
C 0.0 -0.1 0.0
O -0.2 0.0 0.0
N 0.2 0.2 -0.1
N 0.1 -0.1 -0.1
C -0.3 -0.3 -0.2
C 0.4 0.3 0.1
Br -0.3 -0.3 0.0
C -0.1 -0.3 0.3
C 0.1 0.0 -0.2
C -0.1 0.0 0.0
C 0.0 0.0 0.0
C 0.0 0.0 0.0
C 0.0 0.0 0.0
C 0.1 -0.1 0.0
H -0.1 -0.1 0.1
H 0.0 0.0 0.0
H 0.0 0.0 0.0
H 0.0 0.0 0.0
H 0.0 0.0 0.0
H 0.0 -0.1 0.1
H -0.1 0.0 0.0
H -0.1 0.0 0.0
H -0.1 0.0 0.0
H 0.0 0.0 0.0
H 0.0 0.0 0.0
H 0.0 0.0 0.0
H 0.0 0.0 0.0
H 0.0 0.0 0.0
C 0.0 0.0 0.0
C 0.0 0.0 0.0
C 0.0 0.0 0.0
C 0.0 0.0 -0.1
C 0.0 0.0 0.0
C -0.1 0.0 0.3
C 0.2 0.3 0.0
O -0.1 -0.3 -0.1
C 0.1 0.1 0.0
C 0.0 0.0 0.0
C 0.0 0.0 0.0
H 0.0 0.0 0.0
H 0.0 0.0 0.0
H 0.0 0.0 0.0
H 0.0 0.0 0.0
H 0.0 0.0 0.0
H 0.0 0.0 0.0
H 0.0 0.0 0.0
H 0.0 0.0 -0.1
H 0.0 0.0 0.0
H 0.0 0.0 0.0
H 0.0 0.0 0.0
H 0.0 0.0 0.0
C 0.0 -0.1 0.2
Si -0.5 0.1 0.0
C 0.0 -0.1 -0.2
C 0.1 0.2 0.0
H 0.0 0.0 0.0
H 0.0 0.0 0.1
H 0.1 0.0 0.0
H 0.0 0.0 0.0
H 0.0 0.0 0.0
H 0.0 0.0 0.0
H 0.0 0.0 0.0
H 0.0 0.0 0.0
H 0.1 0.0 0.1



Entry 2:
Formula: C18H41CeN2P3SSe
Source: the OMol25 dataset
Level of theory: wB97M-V/def2-TZVPD

Its charge is +4. For the LUMO energy (alpha / beta), the calculation gives -14.34 / -14.35 eV. As for the HOMO energy (alpha / beta): -19.56 / -19.56 eV.

Each line ends with the Löwdin charge.
CARTESIAN COORDINATES (ANGSTROEM)
Ce  0.253632  0.005355  -1.111758  0.0946
P  -2.755869  -0.124431  -0.949320  0.7337
P  0.222444  -2.851936  -0.606390  0.7627
P  -0.016671  2.875995  -0.686690  0.7543
H  3.064473  -0.946098  -2.075430  0.0943
C  2.900004  0.032639  -1.603802  -0.0989
C  2.780129  0.178518  -0.239385  -0.0844
H  2.810755  -0.684221  0.444355  0.1006
C  -3.628325  -0.201155  -2.558630  -0.2368
C  -3.551117  -1.526801  -0.076104  -0.2328
C  -3.670014  1.249032  -0.148816  -0.2331
C  1.910858  -3.537065  -0.429208  -0.1982
C  -0.632579  -3.640410  0.805322  -0.2197
C  -0.447017  -3.804352  -2.020122  -0.2172
C  1.612788  3.696662  -0.539676  -0.2041
C  -0.933256  3.628684  0.703477  -0.2165
C  -0.744443  3.741556  -2.122146  -0.2188
H  2.971880  0.910367  -2.262250  0.0995
H  2.812821  1.170575  0.231942  0.0950
H  -4.710828  -0.267969  -2.391223  0.0807
H  -3.284378  -1.081448  -3.116891  0.0577
H  -3.395055  0.699122  -3.141564  0.0550
H  -4.639038  -1.474263  -0.222233  0.0858
H  -3.325578  -1.464489  0.995880  0.0533
H  -3.179845  -2.481366  -0.470068  0.0403
H  -4.749514  1.085960  -0.274791  0.0860
H  -3.394420  2.207925  -0.606003  0.0404
H  -3.429159  1.274835  0.921185  0.0541
H  1.977751  -4.510956  -0.932361  0.0848
H  2.152849  -3.652003  0.635500  0.0739
H  2.634268  -2.842285  -0.876834  0.0325
H  -0.841687  -4.699216  0.588860  0.0931
H  -1.580548  -3.127011  1.016006  0.0265
H  0.008491  -3.580130  1.695426  0.0503
H  -0.111902  -4.850518  -1.975116  0.0857
H  -0.098113  -3.343430  -2.954254  0.0464
H  -1.545877  -3.762161  -2.001410  0.0630
H  1.566078  4.688307  -1.009324  0.0835
H  2.373389  3.085034  -1.044104  0.0398
H  1.887745  3.792293  0.519372  0.0742
H  -1.019699  4.715231  0.555199  0.0944
H  -0.401952  3.433746  1.644574  0.0394
H  -1.938273  3.194370  0.781742  0.0346
H  -0.418027  4.790782  -2.118782  0.0824
H  -1.841324  3.686643  -2.073646  0.0655
H  -0.410477  3.243027  -3.043702  0.0308
C  1.387072  0.197289  -5.331102  -0.4462
C  2.737221  -0.114541  -5.124974  -0.0990
C  3.617670  -0.156855  -6.217288  -0.0158
C  3.154408  0.121493  -7.509940  0.0081
C  1.808437  0.449325  -7.712477  -0.0061
C  0.931191  0.503024  -6.623851  -0.0867
Se  0.044996  0.294469  -3.861321  1.0254
H  0.480056  -1.016853  -3.006639  -0.1056
H  3.109692  -0.310601  -4.119760  0.0703
H  4.672131  -0.403245  -6.058505  0.1367
H  3.844480  0.086329  -8.356770  0.1428
H  1.440469  0.665078  -8.714329  0.1398
H  -0.103518  0.793431  -6.768408  0.1152
N  -0.160038  -1.156274  3.827824  0.1802
C  -0.078835  0.007347  3.160586  -0.7164
N  0.192523  1.116024  3.870368  0.1799
S  -0.330083  0.077962  1.477171  0.7118
H  -0.096195  -1.188420  4.839932  0.1578
H  -0.385432  -2.006619  3.322072  0.1075
H  0.248999  2.007212  3.388657  0.1141
H  0.244183  1.096780  4.883549  0.1581

Force components x, y, z for each atom (eV/Å):
Ce -2.2 0.6 2.2
P -1.7 0.0 -0.1
P -0.1 -1.9 0.0
P -0.3 1.7 -0.1
H -0.2 0.2 0.2
C 0.9 0.4 2.0
C 1.5 -0.3 -1.6
H -0.1 0.3 -0.3
C 0.6 0.0 -0.3
C 0.6 -0.3 0.1
C 0.6 0.3 0.1
C 0.4 0.6 0.0
C -0.4 0.5 0.4
C -0.2 0.6 -0.3
C 0.4 -0.6 0.0
C -0.2 -0.5 0.3
C -0.2 -0.6 -0.4
H 0.0 -0.3 0.3
H -0.2 -0.3 -0.2
H 0.3 0.0 0.0
H -0.2 0.2 0.0
H -0.2 -0.2 0.0
H 0.3 0.1 0.0
H -0.1 -0.1 -0.2
H -0.2 0.1 0.1
H 0.3 0.0 0.0
H -0.2 -0.2 0.1
H -0.1 0.1 -0.2
H 0.0 0.3 0.2
H 0.0 0.0 -0.3
H 0.1 -0.4 0.1
H 0.2 0.3 0.0
H 0.2 -0.3 0.0
H -0.1 -0.1 -0.2
H -0.1 0.3 0.1
H -0.1 -0.4 0.1
H 0.3 -0.1 -0.1
H 0.0 -0.3 0.2
H 0.0 0.4 0.0
H 0.0 0.0 -0.3
H 0.1 -0.3 -0.1
H -0.1 0.1 -0.3
H 0.3 0.2 0.0
H -0.2 -0.3 0.0
H 0.3 0.1 -0.1
H -0.1 0.4 0.1
C 0.4 0.2 -0.7
C 0.2 0.0 0.4
C -0.4 0.0 0.3
C -0.3 0.0 0.1
C 0.2 0.0 0.4
C -0.5 0.0 0.3
Se 1.6 -1.2 -0.7
H -0.5 0.5 -1.8
H 0.0 0.0 -0.5
H -0.5 0.1 0.0
H -0.2 0.0 0.3
H 0.0 0.0 0.3
H 0.0 -0.1 -0.2
N -0.1 0.8 -1.2
C 0.6 -0.2 3.1
N -0.4 -0.7 -1.3
S 0.0 0.0 -0.9
H 0.0 -0.1 -0.1
H 0.0 0.2 0.3
H 0.0 -0.2 0.4
H 0.1 0.1 -0.1



Entry 3:
Formula: CsHO
Source: the OMol25 dataset
Level of theory: wB97M-V/def2-TZVPD

Its charge is +1. For the LUMO energy (alpha / beta), the calculation gives -4.19 / -6.96 eV. The value obtained for the relative energy (zero: lowest compared OMol25 entry of this formula, charge and spin) is 7.15 kcal per mole. As for the HOMO energy (alpha / beta): -17.53 / -16.67 eV. As for the expectation value of S²: 0.753. Its spin multiplicity is 2.

Each line ends with the Löwdin charge.
CARTESIAN COORDINATES (ANGSTROEM)
Cs  3.657097  10.046524  31.289270  1.1100
O  3.856221  10.189822  34.238640  -0.0922
H  4.685847  10.572578  33.892598  -0.0178

Force components x, y, z for each atom (eV/Å):
Cs -0.3 -0.1 -0.6
O 0.0 0.0 -0.1
H 0.2 0.1 0.7



Here are the calculated calculated total energy numbers, same order: -4452.6391; -5117.2229; -95.6705 (Ha).